# 1
A molecular structure, C31H75HgN4O11S3 in a non-equilibrium geometry. Source: OMol25; level of theory: the ωB97M-V functional and the def2-TZVPD basis.

```
125
Properties=species:S:1:pos:R:3
Hg -4.745 0.622 -3.814
C 0.074 0.068 -0.297
C -0.347 -0.403 -1.734
C -0.420 -1.906 -1.716
O -1.409 0.305 -2.385
H 0.767 0.897 -0.439
H 0.629 -0.690 0.254
H -0.666 0.488 0.385
H 0.595 -0.154 -2.223
H -1.215 -2.409 -1.165
H 0.566 -2.340 -1.552
H -0.583 -2.227 -2.746
C 4.551 -1.418 -5.624
C 4.658 0.063 -6.177
C 3.291 0.365 -6.919
O 3.527 1.554 -7.717
C 2.598 1.678 -8.831
N 5.007 0.940 -5.092
H 5.417 -1.779 -5.068
H 4.516 -2.017 -6.534
H 3.702 -1.709 -5.005
H 5.509 0.162 -6.852
H 2.601 0.421 -6.077
H 2.863 -0.393 -7.576
H 2.800 0.903 -9.571
H 2.703 2.624 -9.362
H 1.603 1.861 -8.425
H 5.010 1.943 -5.212
H 4.415 0.815 -4.283
C -1.349 -5.270 3.692
C -0.725 -6.685 3.338
C -0.172 -6.853 1.941
O -0.932 -7.136 0.748
C -0.289 -7.051 -0.526
N 0.150 -6.949 4.440
H -2.122 -5.069 2.951
H -0.521 -4.585 3.509
H -1.631 -5.263 4.745
H -1.557 -7.364 3.523
H 0.480 -7.725 1.989
H 0.310 -5.886 1.801
H 0.653 -7.596 -0.476
H 0.002 -6.005 -0.622
H -0.943 -7.426 -1.313
H -0.150 -6.812 5.394
H 0.645 -7.830 4.462
C -5.196 0.770 0.981
C -5.619 2.310 0.766
C -5.331 3.166 2.026
O -5.714 4.584 2.008
C -7.095 4.838 1.960
N -5.178 2.805 -0.474
H -5.817 0.146 0.338
H -5.222 0.447 2.022
H -4.157 0.577 0.714
H -6.679 2.125 0.594
H -4.265 3.251 2.235
H -5.608 2.635 2.937
H -7.609 4.560 2.880
H -7.683 4.262 1.246
H -7.320 5.882 1.742
H -5.420 3.783 -0.395
H -4.186 2.878 -0.301
C 3.181 5.927 6.793
C 2.225 4.846 6.990
C 1.647 4.319 5.638
O 0.552 3.488 5.815
C 0.213 2.849 4.577
N 2.837 3.770 7.813
H 3.557 6.121 7.797
H 2.743 6.874 6.478
H 3.966 5.675 6.080
H 1.268 5.143 7.417
H 2.434 3.826 5.067
H 1.213 5.124 5.045
H 0.813 1.947 4.459
H 0.361 3.509 3.723
H -0.833 2.540 4.563
H 2.297 2.947 8.038
H 3.415 4.017 8.604
C -7.431 -4.907 -1.640
C -6.510 -5.556 -0.633
C -5.047 -5.090 -0.869
S -4.978 -4.536 -2.623
O -3.930 -5.326 -3.298
O -4.885 -3.086 -2.747
C -6.717 -5.050 -3.077
H -7.482 -3.833 -1.460
H -8.401 -5.403 -1.677
H -6.505 -6.616 -0.890
H -6.852 -5.485 0.400
H -4.297 -5.881 -0.903
H -4.733 -4.239 -0.266
H -6.503 -6.112 -3.195
H -7.077 -4.702 -4.045
C 4.646 -1.058 2.309
C 4.559 -2.078 1.174
C 5.950 -2.476 0.708
S 7.148 -1.708 1.805
O 7.689 -0.517 1.106
O 8.014 -2.702 2.403
C 5.929 -1.223 3.171
H 3.797 -1.017 2.992
H 4.655 -0.070 1.848
H 3.877 -1.794 0.372
H 4.118 -2.973 1.614
H 6.227 -2.064 -0.262
H 6.077 -3.553 0.819
H 6.293 -0.339 3.695
H 6.073 -2.095 3.809
C 2.525 6.927 -2.072
C 2.667 5.341 -2.247
C 1.446 5.055 -3.052
S -0.056 6.171 -2.549
O -0.918 5.439 -1.561
O -0.660 6.916 -3.714
C 1.062 7.348 -1.621
H 2.678 7.387 -3.048
H 3.134 7.347 -1.271
H 2.583 4.869 -1.268
H 3.624 5.018 -2.658
H 1.168 4.019 -3.248
H 1.750 5.537 -3.981
H 1.011 7.086 -0.564
H 0.624 8.330 -1.799
```

The total charge is +1.

These are the Löwdin partial charges, in e, on atoms 1 to 4: Hg 0.612; C 0.019; C -0.421; C -0.048

=====

# 2
9 unconnected molecules or ions with the total composition C30H66N11O16 in a non-equilibrium geometry. Source: OMol25; level of theory: the ωB97M-V functional and the def2-TZVPD basis.

```
123
Properties=species:S:1:pos:R:3
C 4.625 -1.193 4.984
C 4.102 0.282 4.617
C 3.699 0.473 3.072
C 4.064 2.008 2.687
C 3.413 2.388 1.265
C 4.411 1.802 0.108
C 3.496 1.148 -1.053
C 2.710 -0.190 -0.574
C 1.456 -0.421 -1.598
C 0.072 -0.409 -0.787
C -1.179 0.212 -1.578
C -0.890 1.599 -2.326
C -0.192 2.717 -1.391
C -1.336 3.734 -0.821
C -1.085 4.148 0.714
C -2.455 4.597 1.475
C -3.254 3.213 1.712
C -4.374 2.826 0.715
C -5.155 1.505 0.835
C -4.676 0.648 2.068
C -5.287 -0.809 2.414
N -4.140 -1.767 2.185
C -4.604 -3.191 2.208
N -3.650 1.229 2.863
N -2.967 2.358 2.784
H 5.649 -1.423 4.511
H 3.844 -1.999 4.760
H 4.783 -1.203 6.129
H 3.175 0.485 5.254
H 4.967 1.011 4.820
H 4.272 -0.215 2.361
H 2.572 0.302 2.914
H 3.769 2.722 3.540
H 5.204 2.019 2.536
H 3.418 3.533 1.201
H 2.344 1.984 1.128
H 5.094 2.640 -0.305
H 5.025 0.985 0.646
H 2.743 1.941 -1.391
H 4.175 0.872 -1.946
H 2.372 -0.141 0.512
H 3.448 -1.065 -0.743
H 1.559 0.393 -2.389
H 1.570 -1.427 -2.144
H 0.175 0.078 0.246
H -0.188 -1.517 -0.577
H -1.594 -0.600 -2.278
H -2.015 0.388 -0.794
H -1.861 1.955 -2.808
H -0.161 1.405 -3.203
H 0.435 3.364 -2.114
H 0.454 2.274 -0.563
H -1.346 4.697 -1.462
H -2.336 3.217 -1.011
H -0.631 3.228 1.248
H -0.294 4.971 0.801
H -2.230 5.130 2.464
H -3.042 5.253 0.745
H -4.588 3.552 -0.145
H -5.976 1.145 0.134
H -6.059 -1.069 1.596
H -5.719 -0.874 3.468
H -3.393 -1.576 2.863
H -4.368 -3.627 1.166
H -3.922 -3.766 2.932
H -5.713 -3.309 2.436
H -3.385 0.635 3.677
C -1.758 -6.962 4.610
N -2.718 -5.984 4.035
O -2.786 -5.911 2.818
O -3.372 -5.321 4.825
H -1.252 -7.475 3.795
H -1.046 -6.404 5.217
H -2.326 -7.670 5.211
C -5.492 3.883 -3.714
N -4.189 3.199 -3.503
O -4.213 1.991 -3.310
O -3.188 3.894 -3.539
H -6.290 3.144 -3.657
H -5.601 4.631 -2.930
H -5.465 4.345 -4.701
C -5.491 -0.999 -4.955
N -6.467 -0.036 -5.527
O -6.546 0.027 -6.743
O -7.120 0.624 -4.735
H -4.985 -1.512 -5.771
H -4.779 -0.429 -4.358
H -6.047 -1.706 -4.341
C 6.941 4.942 -3.342
N 6.348 4.225 -2.183
O 6.808 4.465 -1.080
O 5.439 3.446 -2.423
H 7.732 5.597 -2.982
H 7.341 4.192 -4.023
H 6.147 5.520 -3.813
C 8.545 -1.108 3.267
N 9.657 -2.085 3.127
O 9.491 -3.016 2.357
O 10.655 -1.881 3.795
H 7.726 -1.413 2.618
H 8.233 -1.113 4.310
H 8.927 -0.131 2.973
C -0.608 -10.846 6.175
N -1.569 -9.868 5.601
O -1.636 -9.797 4.380
O -2.223 -9.205 6.398
H -0.101 -11.359 5.359
H 0.105 -10.289 6.782
H -1.177 -11.550 6.779
C 5.777 -1.534 -3.529
N 5.187 -2.243 -2.364
O 5.656 -1.992 -1.258
O 4.279 -3.024 -2.595
H 6.568 -0.876 -3.176
H 6.176 -2.289 -4.205
H 4.980 -0.961 -4.002
C -7.012 2.870 -8.772
N -7.088 4.028 -7.845
O -7.603 5.049 -8.264
O -6.626 3.869 -6.725
H -7.457 3.152 -9.724
H -5.959 2.619 -8.897
H -7.563 2.048 -8.316
```

The total charge is +1.

These are the Löwdin partial charges, in e, on atoms 1 to 4: C -0.137; C -0.265; C -0.224; C -0.223

=====

# 3
A molecular structure, C33H34AsN5O2PdS4 in a non-equilibrium geometry. Source: OMol25; level of theory: the ωB97M-V functional and the def2-TZVPD basis.

```
80
C33H34AsN5O2PdS4 the ωB97M-V functional and the def2-TZVPD basis
Pd -0.666 0.106 0.088
N -1.202 2.193 -0.733
C -1.770 2.146 -2.074
C -1.413 0.787 -2.788
O -1.684 0.665 -3.967
O -0.887 -0.095 -2.053
H -1.815 2.640 -0.050
H -0.299 2.672 -0.723
H -1.409 2.955 -2.717
H -2.861 2.203 -2.020
C 1.696 -4.957 0.468
C 1.774 -3.446 0.272
N 0.928 -3.032 -0.830
C -0.361 -2.668 -0.708
S -1.036 -2.235 0.797
N -1.172 -2.714 -1.768
C -0.774 -2.919 -3.146
C -0.919 -4.390 -3.535
H 2.397 -5.274 1.233
H 1.944 -5.470 -0.458
H 0.694 -5.251 0.768
H 2.802 -3.148 0.037
H 1.445 -2.918 1.172
H 1.213 -3.395 -1.730
H -2.087 -2.303 -1.623
H 0.254 -2.575 -3.291
H -1.404 -2.289 -3.776
H -0.378 -5.026 -2.837
H -0.539 -4.560 -4.539
H -1.966 -4.679 -3.509
C 6.302 -1.409 0.383
C 5.407 -1.238 1.427
C 4.108 -0.842 1.162
C 3.703 -0.586 -0.144
C 4.595 -0.800 -1.187
C 5.894 -1.201 -0.923
As 1.846 0.058 -0.443
C 2.136 1.863 0.252
C 2.188 2.255 1.580
C 2.339 3.596 1.899
C 2.463 4.539 0.893
C 2.422 4.158 -0.436
C 2.237 2.821 -0.773
C 2.159 2.273 -2.127
C 2.174 3.015 -3.302
C 2.100 2.378 -4.528
C 2.012 0.997 -4.593
C 1.974 0.251 -3.426
C 2.051 0.874 -2.192
H 7.318 -1.708 0.589
H 5.719 -1.416 2.446
H 3.396 -0.719 1.970
H 4.277 -0.634 -2.210
H 6.589 -1.348 -1.738
H 2.098 1.519 2.368
H 2.347 3.906 2.933
H 2.600 5.579 1.151
H 2.528 4.907 -1.207
H 2.228 4.092 -3.255
H 2.111 2.961 -5.437
H 1.947 0.507 -5.553
H 1.873 -0.826 -3.478
S -3.972 -0.050 6.658
C -3.272 0.332 5.222
S -1.559 0.153 4.895
C -1.868 0.756 3.243
N -3.106 1.027 3.030
N -3.882 0.802 4.106
C -5.274 1.006 3.991
C -5.933 0.536 2.860
C -7.303 0.686 2.768
C -8.007 1.308 3.784
C -7.342 1.800 4.894
C -5.971 1.654 5.002
S -0.544 1.064 2.248
H -5.378 0.051 2.072
H -7.827 0.299 1.908
H -9.077 1.405 3.713
H -7.889 2.292 5.683
H -5.441 2.032 5.861
```

These are the Löwdin partial charges, in e, on atoms 1 to 4: Pd 0.385; N -0.012; C -0.133; C -0.665

=====

# 4
A molecular structure, C46H56N13PS in a non-equilibrium geometry. Source: OMol25; level of theory: the ωB97M-V functional and the def2-TZVPD basis.

```
117
C46H56N13PS the ωB97M-V functional and the def2-TZVPD basis
N -2.572 0.003 -0.550
P -2.508 -1.296 0.352
C -1.856 -0.953 1.995
C -2.573 -0.030 2.821
C -2.088 0.359 4.029
C -0.845 -0.180 4.455
N -0.198 0.074 5.603
S 1.139 -0.797 5.589
N 1.010 -1.547 4.169
C -0.140 -1.110 3.641
C -0.669 -1.505 2.381
H -2.257 0.812 -0.028
H -3.781 -1.886 0.491
H -1.712 -2.314 -0.209
H -3.509 0.389 2.472
H -2.619 1.061 4.656
H -0.150 -2.204 1.738
N -0.157 3.078 8.659
C 0.772 2.098 8.444
C 1.899 2.426 9.148
C 1.639 3.656 9.813
C 0.362 4.032 9.492
H -1.078 3.095 8.263
H 0.545 1.256 7.813
H 2.810 1.853 9.184
H 2.315 4.201 10.451
H -0.219 4.891 9.783
N 3.415 4.304 13.688
C 4.466 4.390 14.560
C 5.006 3.138 14.689
C 4.248 2.263 13.862
C 3.275 3.013 13.258
H 2.831 5.071 13.409
H 4.740 5.328 15.010
H 5.849 2.877 15.306
H 4.402 1.206 13.727
H 2.499 2.740 12.563
N -2.894 0.651 -3.431
C -4.079 0.443 -4.076
C -4.125 1.273 -5.168
C -2.913 2.012 -5.180
C -2.177 1.602 -4.096
H -2.604 0.179 -2.580
H -4.791 -0.275 -3.706
H -4.936 1.344 -5.874
H -2.618 2.761 -5.896
H -1.207 1.913 -3.746
N 2.258 0.596 -4.226
C 1.076 0.352 -4.873
C 1.027 1.161 -5.976
C 2.224 1.926 -5.997
C 2.964 1.558 -4.904
H 2.552 0.159 -3.367
H 0.373 -0.371 -4.496
H 0.217 1.204 -6.685
H 2.506 2.668 -6.727
H 3.923 1.901 -4.548
N 4.869 -1.330 -4.073
C 5.901 -1.024 -3.231
C 6.570 -2.186 -2.944
C 5.915 -3.234 -3.650
C 4.871 -2.670 -4.337
H 4.205 -0.669 -4.441
H 6.069 -0.013 -2.906
H 7.428 -2.277 -2.300
H 6.178 -4.278 -3.648
H 4.129 -3.109 -4.983
N 3.002 -5.685 -6.404
C 1.653 -5.844 -6.575
C 1.204 -6.686 -5.593
C 2.326 -7.048 -4.798
C 3.419 -6.414 -5.324
H 3.595 -5.122 -6.986
H 1.132 -5.349 -7.376
H 0.185 -7.008 -5.459
H 2.329 -7.699 -3.940
H 4.453 -6.418 -5.023
N -6.683 -2.663 -0.146
C -6.229 -3.885 0.273
C -7.079 -4.338 1.245
C -8.088 -3.352 1.419
C -7.815 -2.332 0.547
H -6.252 -2.097 -0.854
H -5.345 -4.324 -0.157
H -6.990 -5.273 1.773
H -8.917 -3.388 2.105
H -8.331 -1.407 0.360
N -9.330 1.435 -0.136
C -9.692 2.703 -0.502
C -10.927 2.955 0.030
C -11.328 1.793 0.744
C -10.322 0.873 0.623
H -8.469 0.989 -0.390
H -9.042 3.313 -1.105
H -11.484 3.871 -0.080
H -12.249 1.650 1.284
H -10.231 -0.127 1.012
N 3.766 -1.392 -0.869
C 4.304 -0.208 -0.440
C 3.418 0.371 0.430
C 2.300 -0.497 0.532
C 2.545 -1.574 -0.281
H 4.211 -2.031 -1.508
H 5.270 0.115 -0.778
H 3.559 1.308 0.942
H 1.423 -0.351 1.138
H 1.962 -2.457 -0.484
N 4.852 2.036 -8.362
C 5.687 3.109 -8.210
C 5.809 3.722 -9.428
C 5.015 2.989 -10.352
C 4.438 1.955 -9.663
H 4.578 1.407 -7.629
H 6.119 3.344 -7.252
H 6.399 4.599 -9.635
H 4.883 3.198 -11.400
H 3.769 1.176 -9.985
```

These are the Löwdin partial charges, in e, on atoms 1 to 4: N -0.300; P 0.760; C -0.359; C -0.082

=====

The calculation returns the following HOMO-LUMO gap values, one per record and in order: 1.228; 7.337; 6.206; 6.500 eV.